[1]
A cluster of 2 separate species, C5H11NO in total. Source: the OMol25 dataset; level of theory: ωB97M-V with the def2-TZVPD basis set.

Geometry (Å):
C -1.2254 -0.0033 -2.2567
N -0.1730 -0.7288 -1.4963
C -0.2939 -1.0595 -0.1482
C 1.1648 -1.4142 0.5926
O -1.2781 -1.1048 0.5137
H -2.2433 -0.2650 -1.9330
H -0.9911 1.1196 -2.5456
H -1.2555 -0.6331 -3.1942
H 0.6727 -1.0500 -2.1151
H 1.9920 -1.7847 -0.0477
H 1.1295 -2.2847 1.2615
H 1.2490 -0.3384 1.1583
C 0.4084 1.8732 1.0523
C 0.0477 1.3877 2.3081
H 1.1633 2.7306 1.0934
H 0.0834 1.2654 0.1021
H -0.0181 1.8982 3.1891
H -0.4325 0.3918 2.4658

Values from the calculation:
total charge	0
2S+1	1
energy	-326.99519	Eh
HOMO energy	-9.40	eV
HOMO-LUMO gap	10.2574	eV

---

[2]
An isolated molecule of C5H11NO. Source: the OMol25 dataset; level of theory: ωB97M-V with the def2-TZVPD basis set.

Geometry (Å):
C 0.5572 -1.7307 -1.1764
C 0.5982 -0.2393 -0.9641
C -0.3514 0.6965 -1.6222
N -0.4992 0.3477 -0.2200
C -0.1570 1.3513 0.7997
C 0.2694 0.7457 2.1170
O -0.8203 -0.6029 2.1743
H 0.8691 -2.2503 -0.2633
H 1.2223 -2.0361 -1.9909
H -0.4606 -2.0520 -1.4206
H 1.5834 0.1741 -0.7366
H -1.1168 0.3149 -2.2958
H 0.0036 1.7011 -1.8535
H 0.6782 2.0048 0.4914
H -1.0454 1.9937 0.8964
H 1.1807 0.1548 1.9617
H -1.2521 -0.0199 2.8177
H -1.2592 -0.5534 1.2853

Values from the calculation:
total charge	0
2S+1	1
energy	-326.93163	Eh
HOMO energy	-7.62	eV
HOMO-LUMO gap	8.5514	eV

---

[3]
An isolated molecule of C5H11NO. Source: the OMol25 dataset; level of theory: ωB97M-V with the def2-TZVPD basis set.

Geometry (Å):
C -2.4345 0.4670 1.1698
C -0.9283 0.4780 1.3921
C -0.1150 0.3554 0.0873
C 0.5017 1.6752 -0.3419
N 0.9058 -0.6770 0.2245
C 1.4190 -1.2982 -0.8577
O 0.9589 -1.2250 -1.9799
H -2.9426 0.5495 2.1265
H -2.7294 1.3133 0.5537
H -2.7677 -0.4485 0.6758
H -0.6586 1.4112 1.9020
H -0.6594 -0.2949 2.1252
H -0.7753 -0.0071 -0.6958
H 1.2250 1.5359 -1.1580
H 1.0953 2.1145 0.4543
H -0.2441 2.4046 -0.6449
H 1.5044 -0.6302 1.0374
H 2.3444 -1.8670 -0.6662

Values from the calculation:
total charge	0
2S+1	1
energy	-327.11654	Eh
HOMO energy	-9.67	eV
HOMO-LUMO gap	10.5913	eV

---

[4]
A cluster of 2 separate species, C5H11NO in total. Source: the OMol25 dataset; level of theory: ωB97M-V with the def2-TZVPD basis set.

Geometry (Å):
C 2.0958 1.3464 1.1164
C 1.5122 0.6970 0.1230
C 0.5366 -0.4267 0.2769
N -0.4607 -0.5384 -0.8010
C -0.7387 0.6091 -1.5651
C -1.0614 0.6097 -2.8501
H 2.6681 2.2221 0.8714
H 2.0023 0.9321 2.1198
H 1.6859 1.1463 -0.8455
H 1.1292 -1.3469 0.2414
H 0.0999 -0.3679 1.2815
H -1.2471 -1.0703 -0.4652
H -0.8442 1.5580 -1.0227
H -0.9947 -0.3245 -3.3812
H -1.3550 1.5770 -3.2277
O -1.4043 -1.9473 2.6594
H -1.6904 -2.6015 2.0141
H -1.9335 -2.0743 3.4547

Values from the calculation:
total charge	0
2S+1	1
energy	-327.02642	Eh
HOMO energy	-8.34	eV
HOMO-LUMO gap	8.9511	eV

---

[5]
A cluster of 2 separate species, C5H11NO in total. Source: the OMol25 dataset; level of theory: ωB97M-V with the def2-TZVPD basis set.

Geometry (Å):
C 3.8306 -0.7699 0.2769
C 2.8947 -0.2902 -0.5538
C 2.0189 0.9387 -0.1373
C 0.5710 0.5783 -0.4499
C -0.5626 1.0698 0.0881
N -1.6009 1.9007 -0.4333
H 4.8400 -0.8932 -0.0340
H 3.4999 -0.5929 1.2390
H 2.5936 -0.8847 -1.4444
H 2.3682 1.3203 0.7954
H 2.5224 1.5987 -0.9201
H 0.5068 -0.1476 -1.2406
H -0.7718 0.6612 1.1157
H -2.1707 2.3339 0.2857
H -1.5310 2.4272 -1.3258
O -5.3585 -2.7435 0.8485
H -5.2922 -3.7396 0.6347
H -5.0070 -2.6004 1.7953

Values from the calculation:
total charge	0
2S+1	1
energy	-326.88613	Eh
HOMO energy	-6.69	eV
HOMO-LUMO gap	7.3721	eV

---

[6]
An isolated molecule of C5H11NO. Source: the OMol25 dataset; level of theory: ωB97M-V with the def2-TZVPD basis set.

Geometry (Å):
C -1.5888 -0.8223 -0.6548
C -1.0057 0.5822 -0.5080
C 0.4174 0.6512 0.1229
C 0.4135 1.3306 1.4902
N 1.0648 -0.6491 0.2523
C 1.6197 -1.2842 -0.8082
O 1.6759 -0.8288 -1.9347
H -0.9647 -1.4364 -1.3114
H -1.6789 -1.3362 0.3097
H -2.5886 -0.7746 -1.0993
H -0.9738 1.0515 -1.4972
H -1.6853 1.1952 0.0993
H 1.0605 1.2265 -0.5501
H 0.0272 2.3509 1.4037
H -0.2287 0.7918 2.2001
H 1.4259 1.3824 1.9057
H 0.9809 -1.1523 1.1230
H 2.0286 -2.2785 -0.5433

Values from the calculation:
total charge	0
2S+1	1
energy	-327.11820	Eh
HOMO energy	-9.74	eV
HOMO-LUMO gap	10.6408	eV

---

[7]
An isolated molecule of C5H11NO. Source: the OMol25 dataset; level of theory: ωB97M-V with the def2-TZVPD basis set.

Geometry (Å):
C -0.6825 -1.5595 1.4003
C -0.8199 -0.6212 0.2156
C 0.3205 0.3924 0.0732
C 0.0317 1.7471 0.7092
N 0.6651 0.6547 -1.3364
C 1.0756 -0.3424 -2.1383
O 1.1981 -1.4995 -1.7886
H 0.0433 -2.3535 1.2123
H -1.6347 -2.0492 1.5883
H -0.3479 -1.0101 2.2776
H -1.6947 0.0325 0.4047
H -1.1538 -1.0785 -0.7151
H 1.2624 0.0079 0.4797
H 0.9184 2.3637 0.5787
H -0.8634 2.1719 0.2808
H -0.1780 1.6435 1.7717
H 0.5488 1.5176 -1.8444
H 1.3110 -0.0176 -3.1694

Values from the calculation:
total charge	0
2S+1	1
energy	-327.11074	Eh
HOMO energy	-9.73	eV
HOMO-LUMO gap	10.6686	eV

---

[8]
An isolated molecule of C5H11NO. Source: the OMol25 dataset; level of theory: ωB97M-V with the def2-TZVPD basis set.

Geometry (Å):
C -2.1764 0.4700 1.5940
C -1.7183 0.2496 0.4081
C -0.5230 -0.7797 0.2142
C -0.1896 -0.7159 -1.2464
N 1.3844 -0.4074 -1.2005
C 2.0754 0.7180 -0.5821
O 2.2218 0.5279 0.8190
H -3.0849 1.0335 1.4895
H -2.0327 -0.0439 2.5529
H -2.0224 0.7063 -0.5185
H -1.1804 -1.5859 0.5193
H 0.1670 -0.5190 0.9665
H -0.7058 0.0111 -1.9108
H -0.3601 -1.6394 -1.6794
H 1.8755 -1.2668 -0.8659
H 3.1567 0.5994 -0.8913
H 1.6725 1.6993 -0.8863
H 1.4402 0.9430 1.2176

Values from the calculation:
total charge	0
2S+1	1
energy	-326.98691	Eh
HOMO energy	-8.55	eV
HOMO-LUMO gap	9.5662	eV

---

[9]
A cluster of 2 separate species, C5H11NO in total. Source: the OMol25 dataset; level of theory: ωB97M-V with the def2-TZVPD basis set.

Geometry (Å):
C -1.3373 -0.3807 -2.5775
N -1.6956 -0.7014 -1.2219
C -1.3482 -1.4616 -0.3582
O -1.0982 -2.1543 0.5608
H -0.3903 0.1691 -2.6083
H -2.1159 0.2488 -3.0120
H -1.2427 -1.2892 -3.1797
C 0.0983 0.6578 2.1691
C 0.6246 0.9712 0.7697
C 1.7378 0.0132 0.3478
H -0.2461 -0.3811 2.2283
H -0.7424 1.3066 2.4375
H 0.8831 0.7928 2.9228
H -0.2026 0.9169 0.0514
H 0.9922 2.0047 0.7323
H 2.6174 0.1291 0.9922
H 1.4070 -1.0294 0.4319
H 2.0589 0.1875 -0.6861

Values from the calculation:
total charge	0
2S+1	1
energy	-327.09962	Eh
HOMO energy	-10.35	eV
HOMO-LUMO gap	11.1134	eV

---

[10]
A cluster of 2 separate species, C5H11NO in total. Source: the OMol25 dataset; level of theory: ωB97M-V with the def2-TZVPD basis set.

Geometry (Å):
C -1.6769 2.3130 -0.8214
C -1.4833 1.6685 0.3618
C -0.5216 0.4251 0.4238
N -0.0804 0.1535 -0.9611
C 0.4771 -0.9417 -1.6127
C 0.7206 -0.9139 -2.9304
H -1.7996 3.4174 -0.7700
H -2.2948 1.9855 -1.6651
H -2.1294 1.6962 1.2212
H -1.1104 -0.3478 0.9508
H 0.4026 0.7117 0.9332
H -0.2385 0.9054 -1.6253
H 0.4637 -1.8531 -1.0309
H 0.7897 0.0941 -3.3234
H 0.8028 -1.7350 -3.6183
O 2.0263 -2.0624 4.3812
H 1.9347 -2.9562 4.0406
H 2.3659 -1.4779 3.6892

Values from the calculation:
total charge	0
2S+1	1
energy	-326.93300	Eh
HOMO energy	-7.61	eV
HOMO-LUMO gap	7.5083	eV

---

[11]
An isolated molecule of C5H11NO. Source: the OMol25 dataset; level of theory: ωB97M-V with the def2-TZVPD basis set.

Geometry (Å):
C -2.6511 -0.0565 -0.4262
C -1.2124 0.3763 -0.1793
C -0.6039 -0.0593 1.1685
N 0.7969 -0.4357 1.0108
C 1.6561 0.4350 0.3976
C 2.8638 -0.1846 -0.2767
O 1.4344 1.6331 0.3397
H -2.9712 0.2600 -1.4245
H -2.7360 -1.1487 -0.3867
H -3.3510 0.3763 0.2961
H -0.5852 -0.0449 -0.9738
H -1.1045 1.4558 -0.2647
H -0.6754 0.7499 1.9021
H -1.1231 -0.9266 1.5944
H 0.9866 -1.4202 0.9095
H 2.7241 -0.0733 -1.3585
H 3.0036 -1.2464 -0.0534
H 3.7588 0.3760 -0.0014

Values from the calculation:
total charge	0
2S+1	1
energy	-327.12216	Eh
HOMO energy	-9.55	eV
HOMO-LUMO gap	10.4842	eV

---

[12]
A cluster of 2 separate species, C5H11NO in total. Source: the OMol25 dataset; level of theory: ωB97M-V with the def2-TZVPD basis set.

Geometry (Å):
C -1.6314 -0.6624 1.8630
C -1.3595 0.1378 0.6188
C -0.5457 1.3802 0.5950
N 0.0067 0.1127 0.1343
C 0.2124 -0.1461 -1.2508
C 1.2458 -0.9407 -1.5395
O 2.0691 -1.4278 -0.5912
H -1.7033 -1.7266 1.6106
H -2.5664 -0.3565 2.3414
H -0.8100 -0.5375 2.5753
H -2.1195 0.0649 -0.1622
H -0.1134 1.7625 1.5198
H -0.7884 2.1430 -0.1447
H -0.4533 0.2628 -2.0108
H 1.5508 -1.2024 -2.5466
H 1.6954 -1.0852 0.2455
H 2.2880 1.1545 -1.6561
H 3.0226 1.0668 -1.6018

Values from the calculation:
total charge	0
2S+1	1
energy	-327.00458	Eh
HOMO energy	-8.47	eV
HOMO-LUMO gap	9.5949	eV